This record from OMol25 describes 13 unconnected molecules or ions with the total composition C27H80F3N18O14 in a non-equilibrium geometry. The level of theory is ωB97M-V/def2-TZVPD.

Structure (ORCA input):
```
! RIJCOSX wB97M-V def2-TZVPD def2/J DEFGRID3
* xyz -1 1
C 2.00 -1.94 -1.21
O 1.85 -1.17 -0.03
O 3.39 -1.91 -1.46
C 1.25 -3.27 -0.93
F 1.89 -4.07 -0.11
F 0.02 -3.07 -0.33
F 1.06 -3.94 -2.06
C 0.92 -0.15 -0.07
C 0.78 0.45 1.32
H 0.26 1.40 1.40
H 0.36 -0.20 2.10
H 1.80 0.72 1.58
H -0.08 -0.53 -0.25
H 1.16 0.69 -0.72
H 1.34 -1.61 -2.01
C 8.68 -2.94 -6.03
O 9.60 -2.75 -6.87
N 8.92 -3.58 -4.89
N 7.40 -2.56 -6.06
H 8.18 -3.56 -4.21
H 9.87 -3.89 -4.75
H 6.80 -2.59 -5.25
H 7.16 -1.95 -6.82
C 1.88 -6.76 -7.75
O 0.97 -5.89 -7.75
N 2.04 -7.72 -8.53
N 2.82 -6.91 -6.86
H 1.28 -7.65 -9.20
H 2.88 -8.28 -8.51
H 3.61 -7.54 -6.90
H 2.48 -6.44 -6.04
C -4.71 -7.53 -2.04
O -4.29 -8.53 -1.55
N -4.34 -6.42 -1.57
N -5.59 -7.36 -2.98
H -3.44 -6.36 -1.12
H -4.78 -5.57 -1.92
H -6.03 -6.51 -3.28
H -5.76 -8.20 -3.52
C 0.43 -12.22 -1.87
O 1.40 -13.00 -1.68
N -0.77 -12.58 -2.03
N 0.50 -10.91 -2.19
H -1.11 -13.50 -1.78
H -1.36 -11.77 -1.98
H 1.40 -10.46 -2.21
H -0.37 -10.41 -2.31
C 5.93 3.22 -4.21
O 6.43 4.29 -4.60
N 4.66 3.05 -4.12
N 6.70 2.21 -3.96
H 4.37 2.22 -3.62
H 4.21 3.95 -4.25
H 6.33 1.32 -3.63
H 7.66 2.43 -4.14
C 6.37 5.48 2.20
O 5.88 4.48 2.63
N 7.39 6.05 2.67
N 5.98 6.14 1.11
H 7.87 5.31 3.16
H 7.84 6.70 2.04
H 5.05 5.94 0.78
H 6.30 7.09 1.01
C 1.35 -9.84 3.41
O 2.50 -9.30 3.49
N 0.20 -9.29 3.41
N 1.16 -11.07 3.04
H -0.62 -9.87 3.30
H 0.26 -8.29 3.31
H 0.21 -11.35 3.23
H 2.06 -11.53 3.03
C -1.15 3.51 -6.17
C -1.28 4.88 -5.45
C -0.61 6.05 -6.20
O 0.72 5.76 -5.93
C 1.42 5.53 -7.23
N -2.70 5.17 -5.33
H -0.14 3.11 -6.20
H -1.39 3.52 -7.23
H -1.88 2.95 -5.58
H -0.97 4.60 -4.44
H -0.84 6.98 -5.68
H -0.97 6.08 -7.23
H 1.01 4.64 -7.70
H 2.48 5.29 -7.20
H 1.31 6.36 -7.93
H -3.11 4.41 -4.81
H -3.16 5.04 -6.22
C -8.81 8.22 -0.11
C -8.72 7.35 1.24
C -8.06 5.93 1.16
O -6.74 6.08 0.75
C -5.94 4.87 0.56
N -7.83 7.98 2.23
H -8.66 9.28 0.12
H -9.72 8.03 -0.68
H -8.01 7.85 -0.76
H -9.69 7.07 1.66
H -8.66 5.42 0.41
H -8.08 5.43 2.13
H -5.92 4.24 1.45
H -4.87 4.88 0.34
H -6.33 4.19 -0.20
H -6.91 7.62 2.03
H -7.83 8.86 1.74
C -1.68 -2.89 6.84
C -0.18 -3.00 6.56
C 0.60 -1.70 7.15
O 1.72 -1.41 6.38
C 2.60 -0.50 6.96
N 0.15 -4.23 7.17
H -2.27 -3.66 6.34
H -2.09 -2.09 6.23
H -1.98 -2.74 7.88
H 0.00 -2.98 5.49
H 0.84 -1.82 8.21
H -0.12 -0.90 6.99
H 2.16 0.47 6.72
H 3.64 -0.70 6.70
H 2.50 -0.57 8.04
H 1.11 -4.43 6.91
H -0.48 -4.95 6.84
C -4.17 6.06 7.37
C -3.71 7.53 7.28
C -2.73 7.92 6.20
O -1.41 7.36 6.41
C -1.14 6.28 5.64
N -4.86 8.36 7.11
H -4.37 5.60 6.40
H -4.95 6.04 8.13
H -3.41 5.41 7.80
H -3.22 7.80 8.21
H -2.52 8.99 6.17
H -3.05 7.70 5.18
H -0.70 5.52 6.29
H -0.41 6.46 4.86
H -2.02 5.74 5.28
H -4.61 9.33 7.26
H -5.19 8.37 6.15
O 6.44 -6.02 -0.94
H 5.89 -5.32 -1.29
H 5.82 -6.65 -0.57
*
```

The largest force on an atom is 0.158 hartree/bohr. Its LUMO energy is 1.544 eV. For the total energy, the calculation gives -92930.7360 eV. Its orbital gap is 5.49 eV.

=====

This record from OMol25 describes a single C10H8O2 molecule in a non-equilibrium geometry. The level of theory is ωB97M-V/def2-TZVPD.

Structure (ORCA input):
```
! RIJCOSX wB97M-V def2-TZVPD def2/J DEFGRID3
* xyz 0 1
O -2.44 -1.76 -0.19
C -1.21 -1.37 0.28
C -0.45 -2.28 0.94
C 1.00 -2.12 1.11
C 1.52 -0.90 0.67
C 0.71 0.15 0.09
C 1.11 1.42 -0.11
O 2.27 1.82 0.31
C 0.37 2.45 -0.77
C -0.87 1.97 -1.42
C -1.29 0.71 -1.08
C -0.62 -0.20 -0.25
H -2.88 -0.81 -0.45
H -0.99 -3.11 1.51
H 1.55 -2.81 1.69
H 2.66 -0.89 0.93
H 2.53 1.41 1.14
H 0.80 3.52 -0.74
H -1.47 2.55 -2.17
H -2.31 0.25 -1.50
*
```

The largest force on an atom is 0.104 hartree/bohr. Its structure (SMILES) is Oc1cccc2c(O)cccc12. Its LUMO energy is 0.413 eV. For the total energy, the calculation gives -14592.7364 eV. Its energy relative to the best compared isomer or geometry (same formula, charge and spin) is 53.1 kcal per mole. Its orbital gap is 8.35 eV.

=====

This record from OMol25 describes 5 unconnected molecules or ions with the total composition C2H14O4S2 in a non-equilibrium geometry. The level of theory is ωB97M-V/def2-TZVPD.

Structure (ORCA input):
```
! RIJCOSX wB97M-V def2-TZVPD def2/J DEFGRID3
* xyz 0 1
C -0.24 0.07 -1.11
S -0.73 -1.63 -0.90
S 0.65 -2.70 0.10
C 2.06 -2.88 -1.01
H 0.04 0.42 -2.11
H -1.14 0.65 -0.83
H 0.51 0.44 -0.42
H 1.87 -3.39 -1.95
H 2.66 -1.99 -1.16
H 2.69 -3.67 -0.54
O -1.76 1.45 3.17
H -2.39 1.59 3.88
H -2.12 1.12 2.35
O 0.71 2.39 2.44
H 0.94 1.77 3.13
H 0.41 3.22 2.79
O 2.59 0.26 -2.69
H 1.65 0.35 -2.57
H 2.86 0.99 -3.24
O -3.68 0.34 0.48
H -3.62 -0.06 -0.38
H -3.97 1.26 0.58
*
```

The largest force on an atom is 0.036 hartree/bohr. Its structure (SMILES) is CSSC.O.O.O.O. Its LUMO energy is 0.452 eV. For the total energy, the calculation gives -32160.8302 eV. Its energy relative to the best compared isomer or geometry (same formula, charge and spin) is 28.4 kcal per mole. Its orbital gap is 8.90 eV.

=====

This record from OMol25 describes 2 unconnected molecules or ions with the total composition C19H23NO2 in a non-equilibrium geometry. The level of theory is ωB97M-V/def2-TZVPD.

Structure (ORCA input):
```
! RIJCOSX wB97M-V def2-TZVPD def2/J DEFGRID3
* xyz 0 1
C 4.50 -0.41 1.38
C 3.18 0.31 1.34
O 2.19 -0.48 2.02
C 0.96 0.14 1.95
C -0.12 -0.72 2.35
C -1.46 -0.37 2.12
C -1.90 0.95 1.80
C -3.24 1.21 1.50
C -4.18 0.17 1.49
C -3.78 -1.13 1.83
C -2.46 -1.40 2.17
O 0.90 1.32 1.59
H 5.23 0.20 0.84
H 4.88 -0.55 2.40
H 4.44 -1.39 0.88
H 3.25 1.29 1.83
H 2.85 0.44 0.30
H 0.11 -1.77 2.50
H -1.16 1.75 1.77
H -3.55 2.23 1.25
H -5.22 0.37 1.23
H -4.51 -1.95 1.82
H -2.14 -2.40 2.46
C -1.06 -0.70 5.81
N 0.11 -1.55 5.61
C 0.18 -2.76 6.44
C 1.06 -1.18 4.77
C 2.33 -1.87 4.67
C 2.42 -3.26 4.39
C 3.67 -3.88 4.40
C 4.82 -3.15 4.71
C 4.74 -1.78 4.97
C 3.50 -1.13 4.91
H -1.79 -1.27 6.39
H -0.79 0.21 6.36
H -1.49 -0.43 4.84
H -0.62 -2.67 7.18
H -0.01 -3.66 5.83
H 1.14 -2.86 6.96
H 0.96 -0.17 4.35
H 1.51 -3.82 4.18
H 3.74 -4.95 4.18
H 5.80 -3.65 4.73
H 5.63 -1.21 5.22
H 3.41 -0.07 5.12
*
```

The largest force on an atom is 0.039 hartree/bohr. Its LUMO energy is -0.758 eV. For the total energy, the calculation gives -25658.8775 eV. Its energy relative to the best compared isomer or geometry (same formula, charge and spin) is 89.2 kcal per mole. Its orbital gap is 5.12 eV.

=====

This record from OMol25 describes a single C5H8N2O molecule in a non-equilibrium geometry. The level of theory is ωB97M-V/def2-TZVPD.

Structure (ORCA input):
```
! RIJCOSX wB97M-V def2-TZVPD def2/J DEFGRID3
* xyz 0 1
O 2.75 -0.27 -0.60
C 1.74 0.11 0.35
C 0.40 0.67 -0.27
C -0.93 1.27 0.00
C -1.92 0.13 -0.39
N -1.73 -1.10 -0.25
N -0.39 -1.54 -0.07
C 0.39 -0.54 0.60
H 2.44 -0.99 -1.17
H 2.33 0.51 1.17
H 0.44 0.39 -1.29
H -1.02 1.72 1.07
H -1.18 2.11 -0.69
H -3.00 0.33 -0.56
H -0.49 -2.42 0.45
H 0.17 -0.38 1.65
*
```

The largest force on an atom is 0.061 hartree/bohr. Its structure (SMILES) is O[C@H]1[C@@H]2CC=NN[C@@H]12. Its LUMO energy is 0.906 eV. For the total energy, the calculation gives -10338.1926 eV. Its energy relative to the best compared isomer or geometry (same formula, charge and spin) is 104.5 kcal per mole. Its orbital gap is 10.06 eV.

=====

This record from OMol25 describes a molecular structure, C34H55N2O2Ru in a non-equilibrium geometry. The level of theory is ωB97M-V/def2-TZVPD.

Structure (ORCA input):
```
! RIJCOSX wB97M-V def2-TZVPD def2/J DEFGRID3
* xyz 0 6
Ru 2.68 0.53 -1.66
C 5.53 1.44 -1.92
N 4.75 0.22 -1.62
C 5.39 -0.79 -2.55
C 5.11 -0.23 -0.24
C 4.31 0.37 0.93
N 2.85 0.43 0.62
C 2.38 1.79 1.09
C 0.95 2.02 0.65
C 0.06 1.99 1.68
C -1.29 2.34 1.50
C -1.72 2.63 0.20
C -0.93 2.48 -0.91
C 0.49 2.15 -0.69
O 1.33 2.04 -1.65
C -1.55 2.85 -2.25
C -0.69 2.45 -3.46
C -2.96 2.22 -2.37
C -1.80 4.39 -2.38
C -2.20 2.45 2.67
C -2.70 3.91 2.72
C -3.37 1.50 2.39
C -1.39 2.11 3.93
C 2.26 -0.73 1.33
C 0.96 -1.32 0.83
C 0.08 -1.78 1.81
C -1.03 -2.58 1.51
C -1.27 -2.90 0.17
C -0.49 -2.41 -0.86
C 0.72 -1.61 -0.53
O 1.48 -1.18 -1.48
C -0.82 -2.80 -2.31
C 0.37 -3.60 -2.89
C -1.00 -1.54 -3.17
C -2.10 -3.65 -2.34
C -1.95 -3.11 2.58
C -1.62 -2.41 3.92
C -3.42 -2.88 2.16
C -1.66 -4.63 2.72
H 6.61 1.22 -1.95
H 5.34 2.17 -1.13
H 5.21 1.82 -2.90
H 6.43 -1.00 -2.24
H 5.41 -0.36 -3.55
H 4.80 -1.71 -2.56
H 6.17 -0.06 -0.05
H 4.94 -1.32 -0.16
H 4.71 1.36 1.17
H 4.49 -0.30 1.78
H 3.04 2.51 0.62
H 2.45 1.90 2.20
H 0.42 1.68 2.67
H -2.75 2.98 0.10
H -0.57 1.38 -3.61
H 0.30 2.88 -3.41
H -1.20 2.86 -4.34
H -2.99 1.15 -2.09
H -3.33 2.30 -3.38
H -3.70 2.70 -1.71
H -0.89 4.98 -2.44
H -2.41 4.75 -1.53
H -2.40 4.57 -3.28
H -3.26 4.17 1.81
H -1.86 4.60 2.79
H -3.38 4.08 3.57
H -4.00 1.85 1.56
H -4.03 1.36 3.26
H -2.99 0.53 2.08
H -0.54 2.80 4.01
H -0.99 1.10 3.96
H -1.99 2.24 4.84
H 2.18 -0.47 2.39
H 2.98 -1.55 1.28
H 0.25 -1.49 2.84
H -2.10 -3.57 -0.04
H 1.30 -3.06 -2.71
H 0.23 -3.76 -3.96
H 0.44 -4.60 -2.44
H -0.08 -0.95 -3.11
H -1.84 -0.92 -2.85
H -1.20 -1.79 -4.21
H -1.97 -4.61 -1.81
H -2.32 -3.93 -3.39
H -2.96 -3.11 -1.96
H -1.66 -1.34 3.81
H -0.60 -2.68 4.24
H -2.30 -2.72 4.72
H -3.58 -1.85 1.83
H -4.13 -3.08 2.96
H -3.70 -3.53 1.31
H -0.62 -4.80 3.00
H -1.86 -5.14 1.77
H -2.29 -5.09 3.47
H 3.06 0.69 -3.35
*
```

The largest force on an atom is 0.089 hartree/bohr. Its LUMO energy (alpha / beta) is 0.358 / -0.866 eV. For the total energy, the calculation gives -45803.7218 eV. Its orbital gap (alpha / beta) is 6.53 / 6.24 eV. As for the expectation value of S²: 8.762.

=====

This record from OMol25 describes a molecular structure, C29H28BrIrN2O2P in a non-equilibrium geometry. The level of theory is ωB97M-V/def2-TZVPD.

Structure (ORCA input):
```
! RIJCOSX wB97M-V def2-TZVPD def2/J DEFGRID3
* xyz 4 2
Ir -0.23 -0.01 0.19
C 1.99 -2.80 2.83
C 1.56 -2.35 1.43
C 1.42 -3.54 0.48
C 2.48 -1.25 0.81
C 3.68 -0.73 1.59
O 3.73 0.69 1.19
C 2.67 1.00 0.55
N 1.78 -0.01 0.41
C 2.62 2.29 -0.10
C 3.84 2.85 -0.48
C 3.89 3.96 -1.31
C 2.71 4.52 -1.78
C 1.48 4.00 -1.37
C 1.42 2.92 -0.50
P -0.13 2.35 0.19
C 0.14 2.24 1.95
C -0.43 1.11 2.58
C -0.20 0.86 3.93
C 0.55 1.77 4.66
C 1.10 2.91 4.04
C 0.91 3.14 2.69
C -1.38 3.62 -0.13
C -1.90 3.80 -1.49
C -2.76 4.82 -1.77
C -3.21 5.64 -0.71
C -2.70 5.46 0.63
C -1.85 4.42 0.92
H 1.45 -3.70 3.10
H 1.82 -2.04 3.59
H 3.05 -3.06 2.85
H 0.56 -1.87 1.50
H 2.31 -4.17 0.53
H 1.29 -3.24 -0.56
H 0.59 -4.18 0.77
H 2.85 -1.69 -0.13
H 4.62 -1.19 1.32
H 3.57 -0.77 2.67
H 4.76 2.38 -0.15
H 4.84 4.37 -1.62
H 2.74 5.36 -2.46
H 0.57 4.48 -1.71
H -1.16 0.49 2.06
H -0.63 0.00 4.42
H 0.72 1.60 5.72
H 1.68 3.61 4.63
H 1.35 4.01 2.22
H -1.63 3.10 -2.27
H -3.12 4.98 -2.78
H -3.95 6.41 -0.92
H -2.94 6.19 1.40
H -1.50 4.27 1.94
O -6.05 -1.78 -0.52
C -4.89 -1.23 -0.29
C -4.65 -0.07 0.46
C -3.37 0.38 0.64
N -2.30 -0.26 0.11
C -2.56 -1.34 -0.63
Br -0.95 -2.02 -1.32
C -3.77 -1.89 -0.87
H -6.82 -1.32 -0.14
H -5.47 0.48 0.91
H -3.18 1.28 1.20
H -3.92 -2.77 -1.47
*
```

The largest force on an atom is 0.038 hartree/bohr. Its LUMO energy (alpha / beta) is -15.954 / -15.715 eV. For the total energy, the calculation gives -119728.6661 eV. Its orbital gap (alpha / beta) is 4.13 / 4.88 eV. As for the expectation value of S²: 1.044.

=====

This record from OMol25 describes a gas-phase ion, CH7N3OP (charge +1) in a non-equilibrium geometry. The level of theory is ωB97M-V/def2-TZVPD.

Structure (ORCA input):
```
! RIJCOSX wB97M-V def2-TZVPD def2/J DEFGRID3
* xyz 1 1
N 1.43 0.70 -1.93
C 0.93 0.61 -0.70
O 1.74 1.06 0.25
N -0.21 0.05 -0.41
N -0.95 -0.17 0.80
P -1.13 -1.84 1.57
H 0.93 0.66 -2.77
H 2.23 1.29 -1.93
H 1.39 0.91 1.19
H -0.88 -0.10 -1.23
H -1.97 0.20 0.66
H -0.91 -1.50 2.87
H -2.61 -1.87 1.65
*
```

The largest force on an atom is 0.097 hartree/bohr. Its structure (SMILES) is N/C(O)=[NH+]/NP. Its LUMO energy is -3.547 eV. For the total energy, the calculation gives -16948.8696 eV. Its energy relative to the best compared isomer or geometry (same formula, charge and spin) is 23.5 kcal per mole. Its orbital gap is 9.99 eV.